C10H8N2 | the ωB97M-V functional and the def2-TZVPD basis

Properties
energy relative to the best compared isomer or geometry (same formula, charge and spin)	242.7	kJ/mol
highest occupied orbital energy	-9.12	eV
HOMO-LUMO gap	9.276	eV
DFT total energy	-495.2767	Eh
LUMO	0.154	eV

Each line ends with the Mulliken charge.
Atoms and positions in Å:
C (3.54122, 0.05632, 0.02170)  -0.42
C (2.81299, -1.00595, -0.56148)  -0.27
C (1.42770, -1.07895, -0.53177)  -0.44
C (0.69328, -0.00412, -0.05166)  0.94
C (1.36639, 1.04095, 0.57994)  -0.71
C (2.77605, 1.00603, 0.58872)  -0.32
C (-0.83472, -0.02905, -0.05008)  0.08
C (-2.77765, 0.79206, -0.88344)  -0.40
C (-3.43530, -0.02316, 0.01432)  -0.29
C (-2.76122, -0.78149, 0.82250)  -0.14
H (4.66794, -0.11778, -0.11230)  0.27
H (3.53142, -1.65037, -1.02423)  0.34
H (0.90410, -1.80391, -1.24075)  0.24
H (0.91004, 1.79425, 1.00086)  0.63
H (3.36232, 1.89912, 1.00470)  0.21
H (-3.17706, 1.33756, -1.54221)  0.71
H (-4.69007, -0.00194, 0.05536)  0.17
H (-3.03931, -1.28529, 1.70142)  0.49
N (-1.40740, 0.79789, -0.80445)  -0.54
N (-1.35285, -0.79896, 0.87083)  -0.55

***

C38H46Cl8N6 | the ωB97M-V functional and the def2-TZVPD basis

Properties
energy relative to the best compared isomer or geometry (same formula, charge and spin)	368.9	kJ/mol
highest occupied orbital energy	-9.46	eV
HOMO-LUMO gap	9.506	eV
DFT total energy	-5485.5033	Eh
LUMO	0.048	eV

Each line ends with the Mulliken charge.
Atoms and positions in Å:
Cl (0.11126, 2.00005, -0.70179)  -0.21
C (-0.12780, 0.21852, -0.60815)  -0.34
C (-1.52467, -0.05493, -1.10499)  -0.42
Cl (-2.15691, -1.56657, -0.49991)  -0.22
H (-0.00015, -0.08481, 0.43099)  0.32
H (0.47595, -0.27869, -1.36733)  0.27
H (-1.74464, -0.10193, -2.17153)  0.33
H (-2.20273, 0.70115, -0.70915)  0.28
Cl (-4.64530, 4.21059, -3.83921)  -0.17
C (-5.91664, 3.74371, -5.05498)  -0.34
C (-5.88387, 2.28788, -5.50053)  -0.51
Cl (-4.31652, 1.86718, -6.22428)  -0.19
H (-5.87135, 4.29539, -5.99398)  0.31
H (-6.91926, 3.83926, -4.63819)  0.28
H (-6.56607, 2.04541, -6.31534)  0.30
H (-6.02320, 1.59005, -4.67486)  0.32
Cl (-5.52891, -6.73654, -5.48876)  -0.19
C (-5.86550, -5.44063, -4.29121)  -0.47
C (-5.72918, -4.02131, -4.85970)  -0.35
Cl (-6.95891, -3.77657, -6.09523)  -0.18
H (-5.10971, -5.57484, -3.51734)  0.30
H (-6.87345, -5.65679, -3.93711)  0.33
H (-4.70859, -3.80703, -5.17682)  0.33
H (-6.00454, -3.31626, -4.07536)  0.24
Cl (2.95448, -6.92825, 5.33754)  -0.18
C (3.04604, -5.41362, 6.24513)  -0.43
C (3.40318, -4.24590, 5.29977)  -0.40
Cl (1.99565, -3.84492, 4.29619)  -0.18
H (3.79779, -5.51499, 7.02789)  0.30
H (2.02714, -5.30975, 6.61815)  0.29
H (4.23749, -4.49569, 4.64431)  0.30
H (3.75386, -3.36096, 5.83081)  0.29
N (-4.21357, 4.29457, 5.36133)  -0.52
C (-5.35619, 3.55968, 5.33994)  -0.17
C (-5.97852, 3.10806, 4.11343)  -0.34
C (-5.34358, 3.47289, 2.88484)  -0.28
C (-4.24858, 4.32694, 2.90740)  -0.28
C (-3.61362, 4.63172, 4.13475)  -0.26
H (-5.75990, 3.30622, 6.30906)  0.38
H (-6.90510, 2.55322, 4.11754)  0.37
H (-5.74888, 3.23170, 1.91326)  0.39
H (-3.85396, 4.77633, 2.00811)  0.35
H (-2.82811, 5.37042, 4.19560)  0.37
N (-8.87620, -0.51689, 0.30561)  -0.52
C (-8.62063, -1.82504, 0.73055)  -0.20
C (-9.45041, -2.46483, 1.67573)  -0.26
C (-10.60649, -1.78177, 2.08815)  -0.25
C (-10.87307, -0.47837, 1.60246)  -0.27
C (-10.00233, 0.17078, 0.71116)  -0.26
H (-7.83119, -2.40165, 0.27149)  0.35
H (-9.11980, -3.43722, 2.00972)  0.35
H (-11.15152, -2.29709, 2.86519)  0.35
H (-11.75996, 0.01004, 1.97836)  0.34
H (-10.18994, 1.18377, 0.38708)  0.37
N (0.94698, -4.55198, -5.05803)  -0.49
C (1.71301, -4.55252, -6.19966)  -0.26
C (2.77067, -5.38090, -6.36964)  -0.24
C (3.24249, -6.17986, -5.34580)  -0.20
C (2.51594, -6.15728, -4.11040)  -0.46
C (1.42288, -5.27422, -4.00751)  -0.19
H (1.20608, -4.09900, -7.03856)  0.35
H (3.25409, -5.44424, -7.33332)  0.32
H (4.11890, -6.75599, -5.60342)  0.37
H (2.82930, -6.73252, -3.25173)  0.35
H (0.85800, -5.04219, -3.11674)  0.44
N (9.50547, -1.03991, -0.57514)  -0.55
C (8.47894, -1.07714, 0.25043)  -0.08
C (7.16725, -1.08850, -0.13638)  -0.49
C (6.90014, -1.33483, -1.47453)  -0.20
C (7.93118, -1.36642, -2.43840)  -0.33
C (9.25628, -1.20543, -1.93852)  -0.18
H (8.79737, -1.00588, 1.27996)  0.39
H (6.35147, -1.23123, 0.55683)  0.36
H (5.89068, -1.40123, -1.85269)  0.37
H (7.79922, -1.48086, -3.50417)  0.37
H (10.00936, -1.06047, -2.69896)  0.34
N (9.29757, 5.76163, -1.69449)  -0.53
C (9.29390, 7.13540, -1.65797)  -0.10
C (8.15898, 7.93647, -1.48116)  -0.36
C (6.91744, 7.29373, -1.37261)  -0.17
C (6.84498, 5.92268, -1.45240)  -0.40
C (8.09923, 5.20704, -1.54306)  -0.22
H (10.22073, 7.68354, -1.74131)  0.35
H (8.25603, 8.98238, -1.23005)  0.34
H (6.01993, 7.87475, -1.21993)  0.35
H (5.90777, 5.41494, -1.27853)  0.36
H (8.05303, 4.18424, -1.88677)  0.38
N (4.60266, 1.92884, 7.41916)  -0.54
C (3.33864, 2.24300, 7.81905)  -0.19
C (2.25948, 2.43357, 6.97662)  -0.34
C (2.48400, 2.34605, 5.59918)  -0.20
C (3.75866, 2.05491, 5.10390)  -0.36
C (4.81064, 1.85550, 6.02631)  -0.20
H (3.21411, 2.34124, 8.88732)  0.36
H (1.23397, 2.60624, 7.26800)  0.35
H (1.65744, 2.46332, 4.91403)  0.38
H (4.00405, 2.07684, 4.05237)  0.37
H (5.80761, 1.65458, 5.66288)  0.37

***

C7H10 | the ωB97M-V functional and the def2-TZVPD basis

Properties
energy relative to the best compared isomer or geometry (same formula, charge and spin)	244.5	kJ/mol
highest occupied orbital energy	-9.35	eV
HOMO-LUMO gap	10.556	eV
DFT total energy	-272.6249	Eh
LUMO	1.204	eV

Each line ends with the Mulliken charge.
Atoms and positions in Å:
C (-1.97692, -0.33444, -0.12008)  -0.55
C (-1.30907, 0.92258, -0.63929)  -0.90
C (-0.50839, -0.17032, -0.01867)  0.76
C (0.54431, -0.94555, -0.81989)  -0.73
C (1.54740, -0.62467, 0.28866)  -0.20
C (1.53254, 0.84413, 0.62426)  -0.60
C (0.44775, -0.03256, 1.15536)  -0.59
H (-2.30445, -1.13683, -0.77143)  0.25
H (-2.57743, -0.17743, 0.77000)  0.24
H (-1.13524, 1.14077, -1.69137)  0.27
H (-1.46178, 1.80541, -0.03094)  0.24
H (0.30751, -2.01410, -0.86818)  0.28
H (0.77404, -0.57650, -1.82789)  0.29
H (2.37477, -1.26662, 0.58359)  0.37
H (1.21826, 1.56482, -0.13491)  0.16
H (2.29493, 1.21746, 1.29580)  0.29
H (0.23176, -0.21614, 2.20499)  0.41